1.
103
Properties=species:S:1:pos:R:3 method="wB97M-V/def2-TZVPD" gap_ev=6.109 de_lowest_kj_mol=47.8 charge=-2 fmax_ev_per_a=0.4 multiplicity=1 homo_ha=-0.0888
Cs 0.38 -1.81 0.49
C 0.51 -1.94 5.61
C 0.59 -1.73 4.22
N -0.46 -1.44 3.49
C -1.66 -1.34 4.07
C -1.84 -1.51 5.46
C -0.71 -1.82 6.23
C -3.15 -1.37 6.02
C -4.22 -1.08 5.25
C -4.07 -0.93 3.83
C -5.17 -0.66 2.98
C -4.96 -0.55 1.64
C -3.66 -0.71 1.14
N -2.62 -0.96 1.90
C -2.81 -1.06 3.23
H 1.40 -2.18 6.17
H 1.54 -1.79 3.71
H -0.82 -1.96 7.30
H -3.27 -1.50 7.10
H -5.21 -0.98 5.68
H -6.16 -0.55 3.41
H -5.78 -0.35 0.95
H -3.47 -0.64 0.07
S 5.73 0.42 2.50
C 5.79 -0.84 1.35
C 4.56 -1.34 1.08
C 3.45 -0.75 1.79
C 3.95 0.23 2.60
C 3.21 1.19 3.42
C 3.79 2.39 3.88
C 3.02 3.29 4.59
C 1.68 3.00 4.84
C 1.20 1.79 4.36
N 1.93 0.91 3.69
H 6.75 -1.14 0.93
H 4.44 -2.15 0.37
H 4.82 2.62 3.66
H 3.45 4.22 4.94
H 1.04 3.68 5.38
H 0.16 1.51 4.52
C 1.57 4.25 0.91
N 1.98 2.88 0.72
C 3.33 2.63 0.29
C 1.10 1.86 0.92
O -0.07 2.00 1.23
H 1.66 4.81 -0.02
H 2.19 4.72 1.67
H 0.53 4.26 1.24
H 4.04 3.05 1.01
H 3.51 3.09 -0.69
H 3.51 1.56 0.23
H 1.58 0.88 0.80
C -3.25 -1.90 -4.98
C -1.75 -1.63 -4.96
C -1.02 -2.80 -4.31
C -1.24 -1.41 -6.39
O -1.57 -0.42 -4.25
Si -0.28 0.02 -3.29
O -0.03 -0.85 -2.02
O 1.00 0.05 -4.37
C 2.29 0.61 -4.16
C 3.27 -0.28 -4.90
C 2.29 2.02 -4.75
C 2.66 0.67 -2.68
O -0.55 1.66 -3.05
C -1.68 2.29 -2.48
C -1.18 3.57 -1.82
C -2.66 2.62 -3.61
C -2.36 1.40 -1.44
H -3.49 -2.79 -5.57
H -3.78 -1.04 -5.41
H -3.61 -2.05 -3.96
H -1.23 -3.72 -4.86
H -1.33 -2.92 -3.28
H 0.06 -2.62 -4.31
H -1.37 -2.32 -6.99
H -0.18 -1.16 -6.35
H -1.78 -0.59 -6.86
H 2.99 -0.35 -5.96
H 3.26 -1.29 -4.48
H 4.29 0.11 -4.84
H 2.04 1.97 -5.82
H 3.27 2.49 -4.64
H 1.54 2.63 -4.25
H 2.60 -0.31 -2.22
H 1.98 1.33 -2.14
H 3.68 1.06 -2.57
H -0.65 4.18 -2.56
H -0.51 3.32 -1.00
H -2.01 4.15 -1.41
H -2.18 3.26 -4.34
H -3.55 3.13 -3.22
H -2.97 1.70 -4.10
H -1.66 1.15 -0.63
H -2.70 0.47 -1.90
H -3.22 1.91 -1.01
O -0.28 -4.45 2.18
N -0.54 -5.47 2.84
C -1.57 -6.23 2.42
C -2.35 -5.91 1.27
N -2.98 -5.67 0.33
C -1.88 -7.39 3.17
N -2.15 -8.34 3.77


2.
93
Properties=species:S:1:pos:R:3 method="wB97M-V/def2-TZVPD" gap_ev="8.079 / 8.950" de_lowest_kj_mol=13.1 charge=+1 fmax_ev_per_a=0.9 multiplicity=2 homo_ha="-0.3860 / -0.4018"
Fe -1.26 1.32 -0.30
C -3.33 0.45 -0.91
C -2.67 0.91 -2.04
C -2.32 2.30 -1.80
C -2.85 2.68 -0.52
C -3.35 1.50 0.08
C -3.98 1.34 1.42
C -3.06 4.08 -0.01
C -1.71 3.20 -2.83
C -2.40 0.19 -3.31
C -4.01 -0.85 -0.67
H -5.03 1.05 1.31
H -3.95 2.26 2.00
H -3.48 0.56 2.00
H -2.16 4.70 -0.02
H -3.44 4.08 1.01
H -3.80 4.57 -0.64
H -0.62 3.17 -2.81
H -2.01 4.24 -2.66
H -2.04 2.92 -3.83
H -1.34 0.26 -3.58
H -2.96 0.63 -4.14
H -2.66 -0.86 -3.25
H -3.55 -1.40 0.16
H -4.01 -1.48 -1.56
H -5.05 -0.67 -0.40
O 0.46 0.55 -1.14
P 1.69 -0.23 -0.83
C 1.54 -1.13 0.75
P -0.15 -1.77 0.95
O -1.16 -0.68 0.71
C -0.27 -3.14 -0.20
C 0.84 -3.94 -0.51
C 0.72 -4.98 -1.41
C -0.50 -5.24 -2.02
C -1.61 -4.47 -1.71
C -1.49 -3.42 -0.80
C -0.26 -2.46 2.60
C -1.32 -3.32 2.88
C -1.50 -3.80 4.17
C -0.63 -3.42 5.18
C 0.42 -2.57 4.91
C 0.61 -2.08 3.63
C 3.12 0.83 -0.63
C 3.22 1.95 -1.46
C 4.30 2.81 -1.34
C 5.29 2.55 -0.40
C 5.20 1.44 0.42
C 4.12 0.58 0.31
C 2.08 -1.45 -2.08
C 1.17 -1.70 -3.11
C 1.46 -2.66 -4.07
C 2.65 -3.36 -4.01
C 3.57 -3.11 -3.00
C 3.28 -2.15 -2.04
H 1.69 -0.39 1.53
H 2.29 -1.91 0.85
H 1.80 -3.76 -0.05
H 1.59 -5.58 -1.65
H -0.59 -6.05 -2.73
H -2.56 -4.67 -2.17
H -2.35 -2.81 -0.58
H -1.99 -3.64 2.09
H -2.32 -4.48 4.37
H -0.78 -3.81 6.18
H 1.10 -2.27 5.70
H 1.43 -1.41 3.44
H 2.44 2.15 -2.18
H 4.36 3.67 -1.98
H 6.13 3.23 -0.31
H 5.97 1.24 1.15
H 4.06 -0.27 0.97
H 0.24 -1.15 -3.13
H 0.75 -2.85 -4.86
H 2.87 -4.11 -4.76
H 4.50 -3.65 -2.96
H 4.01 -1.95 -1.26
C -1.20 4.10 2.80
Si 0.25 3.28 1.94
C 0.61 1.70 2.90
C 1.76 4.38 2.09
C -0.09 2.94 0.13
H -0.95 4.25 3.85
H -2.08 3.45 2.76
H -1.48 5.06 2.37
H 0.68 1.94 3.97
H 1.58 1.29 2.60
H -0.16 0.93 2.79
H 1.65 5.10 2.91
H 1.95 4.94 1.18
H 2.66 3.78 2.30
H 0.84 2.71 -0.38
H -0.49 3.84 -0.31


3.
91
Properties=species:S:1:pos:R:3 method="wB97M-V/def2-TZVPD" gap_ev="7.723 / 6.865" de_lowest_kj_mol=0.0 fmax_ev_per_a=2.4 multiplicity=5 homo_ha="-0.2636 / -0.2814"
Fe 0.00 0.55 5.06
C -2.14 0.18 5.58
C -1.87 -0.25 4.27
C -2.33 0.51 3.05
C -1.27 1.47 2.44
C -0.34 2.05 3.47
C -0.72 2.56 4.71
C -2.14 2.73 5.19
C -2.77 1.50 5.90
C 1.60 -0.02 4.03
H -2.18 -0.56 6.38
H -1.60 -1.30 4.11
H -3.26 1.07 3.26
H -2.61 -0.23 2.27
H -0.67 0.91 1.71
H -1.79 2.26 1.87
H 0.66 2.32 3.09
H 0.03 3.16 5.26
H -2.81 3.04 4.38
H -2.13 3.55 5.93
H -2.74 1.66 6.99
H -3.85 1.48 5.64
H 2.11 -0.79 4.63
H 2.29 0.83 3.89
H 1.35 -0.44 3.04
P 0.05 -2.06 -4.71
P 1.96 0.52 -4.96
C -0.60 -0.48 -5.32
C 0.22 0.60 -5.46
C -0.79 -3.26 -5.81
C -1.99 -3.00 -6.50
C -2.58 -4.00 -7.27
C -1.99 -5.26 -7.37
C -0.79 -5.52 -6.71
C -0.17 -4.52 -5.95
C -0.86 -2.23 -3.11
C -0.50 -1.38 -2.04
C -1.23 -1.41 -0.85
C -2.34 -2.26 -0.72
C -2.66 -3.14 -1.77
C -1.91 -3.15 -2.94
C 2.70 1.26 -6.50
C 2.67 0.48 -7.67
C 3.03 1.05 -8.89
C 3.44 2.39 -8.96
C 3.53 3.14 -7.78
C 3.19 2.57 -6.55
C 2.05 1.91 -3.76
C 3.19 1.97 -2.94
C 3.38 3.07 -2.10
C 2.44 4.10 -2.06
C 1.28 4.01 -2.83
C 1.06 2.90 -3.66
H -1.66 -0.41 -5.57
H -0.11 1.53 -5.93
H -2.46 -2.02 -6.43
H -3.51 -3.79 -7.80
H -2.47 -6.05 -7.96
H -0.32 -6.50 -6.78
H 0.78 -4.71 -5.45
H 0.34 -0.70 -2.16
H -0.95 -0.76 -0.03
H -2.94 -2.24 0.19
H -3.51 -3.82 -1.67
H -2.15 -3.85 -3.74
H 2.33 -0.55 -7.62
H 2.99 0.45 -9.80
H 3.68 2.84 -9.92
H 3.85 4.18 -7.82
H 3.28 3.16 -5.64
H 3.92 1.16 -2.97
H 4.28 3.12 -1.48
H 2.61 4.97 -1.42
H 0.53 4.80 -2.80
H 0.13 2.81 -4.22
C -1.46 -0.41 8.98
Si 0.30 -0.53 8.32
C 1.44 -0.30 9.81
C 0.52 -2.27 7.64
C 0.65 0.72 6.95
H -1.56 -1.10 9.83
H -2.22 -0.70 8.25
H -1.72 0.59 9.33
H 1.22 -1.07 10.57
H 2.50 -0.40 9.53
H 1.31 0.68 10.28
H -0.19 -2.49 6.83
H 1.53 -2.42 7.25
H 0.35 -3.01 8.44
H 0.34 1.74 7.28
H 1.74 0.82 6.77


4.
100
Properties=species:S:1:pos:R:3 method="wB97M-V/def2-TZVPD" gap_ev=7.294 de_lowest_kj_mol=0.0 charge=+2 fmax_ev_per_a=0.5 multiplicity=1 homo_ha=-0.4481
Al -1.26 -0.35 1.43
F 4.42 -0.48 -2.01
C 4.00 0.45 -1.13
C 2.82 0.24 -0.47
C 2.33 1.23 0.39
C 1.06 1.04 1.06
O 0.42 -0.05 0.82
C 0.60 2.09 1.87
C 1.37 3.22 1.99
N 2.56 3.40 1.41
C 3.27 4.65 1.59
C 3.30 5.27 2.95
C 4.54 4.65 2.40
C 3.06 2.42 0.56
C 4.28 2.59 -0.11
C 4.76 1.62 -0.96
N 5.99 1.84 -1.63
C 6.87 0.72 -1.91
C 8.30 1.23 -2.05
N 8.34 2.24 -3.16
C 7.37 3.37 -2.92
C 5.98 2.80 -2.72
C -0.73 2.12 2.60
O -1.05 3.12 3.17
O -1.44 1.03 2.53
H 2.26 -0.66 -0.63
H 0.98 4.03 2.59
H 3.20 5.30 0.73
H 2.81 4.75 3.76
H 3.23 6.35 3.00
H 4.84 3.70 2.83
H 5.35 5.29 2.07
H 4.87 3.48 0.06
H 6.59 0.17 -2.81
H 6.85 0.01 -1.08
H 8.99 0.43 -2.30
H 8.63 1.74 -1.15
H 8.10 1.78 -4.05
H 9.29 2.61 -3.27
H 7.42 4.04 -3.78
H 7.72 3.89 -2.03
H 5.63 2.35 -3.66
H 5.30 3.62 -2.49
O -1.09 -2.57 1.33
O -1.29 -1.75 2.55
N -2.54 -0.40 0.14
C -2.93 0.56 -0.60
C -4.24 0.52 -1.29
C -5.28 -0.24 -0.76
C -6.50 -0.31 -1.41
C -6.70 0.38 -2.60
C -5.67 1.15 -3.13
C -4.45 1.23 -2.48
C -2.09 1.79 -0.82
C -2.53 3.04 -0.42
C -1.71 4.15 -0.53
C -0.45 4.03 -1.10
C -0.01 2.79 -1.55
C -0.82 1.67 -1.40
H -5.11 -0.76 0.17
H -7.31 -0.89 -0.99
H -7.65 0.33 -3.11
H -5.83 1.69 -4.06
H -3.66 1.84 -2.89
H -3.52 3.15 0.02
H -2.05 5.12 -0.19
H 0.18 4.90 -1.22
H 0.95 2.69 -2.04
H -0.50 0.70 -1.75
C -2.19 -3.69 -1.71
C -3.31 -3.46 -0.70
C -4.58 -4.23 -1.02
Sb -2.57 -3.83 1.27
C -1.58 -5.71 1.56
C -2.48 -6.87 1.14
C -1.10 -5.81 3.00
C -3.94 -3.34 2.83
C -4.83 -4.54 3.14
C -4.74 -2.10 2.45
H -2.53 -3.37 -2.69
H -1.91 -4.74 -1.78
H -1.30 -3.10 -1.46
H -3.51 -2.38 -0.63
H -4.42 -5.31 -1.05
H -4.94 -3.92 -2.01
H -5.39 -4.02 -0.31
H -0.72 -5.65 0.89
H -3.37 -6.94 1.77
H -1.92 -7.81 1.26
H -2.80 -6.81 0.10
H -1.94 -5.91 3.70
H -0.51 -4.93 3.30
H -0.47 -6.69 3.12
H -3.29 -3.12 3.68
H -5.47 -4.80 2.29
H -5.49 -4.28 3.97
H -4.26 -5.42 3.43
H -5.37 -2.29 1.58
H -4.10 -1.25 2.23
H -5.39 -1.83 3.28